(1)
C72H152N8O8 | ωB97M-V with the def2-TZVPD basis set

Its SMILES is CC1(C)CCCC(C)(C)N1O.CC1(C)CCCC(C)(C)N1O.CC1(C)CCCC(C)(C)N1O.CC1(C)CCCC(C)(C)N1O.CC1(C)CCCC(C)(C)N1O.CC1(C)CCCC(C)(C)N1O.CC1(C)CCCC(C)(C)N1O.CC1(C)CCCC(C)(C)N1O. The highest occupied orbital energy is -8.0 eV. The value obtained for the gap between HOMO and LUMO is 8.1 eV. The calculation puts the energy at -3873.894860 hartree.

Element x y z (Å)
C -0.4653 9.8292 -0.7629
C 0.4389 9.2870 0.3861
C 1.2576 10.3022 1.0685
C -0.4950 8.6835 1.4667
C -0.9690 7.2803 1.1228
C 0.1894 6.3985 0.7014
C 1.0392 6.9028 -0.5303
C 2.3283 6.0417 -0.6962
C 0.2204 6.6223 -1.7982
N 1.3454 8.3132 -0.2965
O 2.1221 8.8415 -1.2712
H -1.4807 9.4374 -0.8220
H -0.7192 10.8846 -0.6637
H 0.0082 9.6059 -1.7190
H 1.9795 9.9898 1.8231
H 1.8040 10.9256 0.3607
H 0.6949 11.1055 1.5441
H -0.0740 8.6803 2.4721
H -1.3730 9.3226 1.5594
H -1.4702 6.8820 2.0050
H -1.5957 7.2089 0.2339
H -0.1726 5.3790 0.5688
H 0.8391 6.2394 1.5620
H 2.9537 6.1744 -1.5790
H 2.1681 4.9784 -0.5179
H 2.9215 6.2626 0.1912
H -0.7351 7.1426 -1.7313
H 0.1040 5.5682 -2.0501
H 0.7239 7.0915 -2.6435
H 2.8942 8.8923 -0.7030
C -6.3820 6.5676 -4.0592
C -6.2243 5.3140 -4.9583
C -7.0930 5.4610 -6.2857
C -4.7026 5.3005 -5.2885
C -4.1050 4.0324 -5.9123
C -4.5765 2.7980 -5.0742
C -6.1463 2.8239 -4.7426
C -6.9245 2.2836 -5.8935
C -6.3049 1.9714 -3.3700
N -6.6617 4.1027 -4.2890
O -8.0326 4.1496 -3.8761
H -5.9199 6.5052 -3.0740
H -5.9120 7.4575 -4.4778
H -7.4204 6.8907 -3.9860
H -8.1322 5.1474 -6.1878
H -7.0581 6.4606 -6.7191
H -6.5625 4.7491 -6.9180
H -4.4347 6.0805 -6.0012
H -4.1793 5.5835 -4.3752
H -4.5166 3.8471 -6.9045
H -3.0154 4.0615 -5.9178
H -4.1660 2.8005 -4.0645
H -4.3757 1.8544 -5.5814
H -6.7318 1.2216 -6.0455
H -6.7302 2.6799 -6.8902
H -7.9691 2.4941 -5.6643
H -5.8418 0.9865 -3.4300
H -7.3058 1.6922 -3.0409
H -5.7957 2.4281 -2.5214
H -7.9341 4.4683 -2.9759
C -0.1447 -2.7962 3.6735
C -0.8522 -2.3309 2.3073
C -1.8267 -3.4711 1.9196
C -1.6582 -1.0568 2.6189
C -2.2137 -0.3951 1.3162
C -1.0679 0.1042 0.4741
C -0.1639 -1.1756 0.0539
C -0.7910 -2.0336 -1.0410
C 1.1563 -0.5674 -0.3494
N 0.1364 -1.9939 1.2911
O 1.0885 -2.9233 1.0327
H -0.8505 -2.9502 4.4898
H 0.4602 -3.6990 3.5891
H 0.5314 -2.0365 4.0659
H -2.6015 -3.3847 1.1578
H -1.2131 -4.3109 1.5938
H -2.2404 -3.9157 2.8247
H -2.3903 -1.2928 3.3912
H -0.9352 -0.4086 3.1141
H -2.7383 -1.1325 0.7087
H -2.9930 0.3325 1.5430
H -0.4679 0.7201 1.1440
H -1.2852 0.5976 -0.4733
H -1.1018 -1.3981 -1.8702
H -1.5908 -2.6550 -0.6380
H -0.0280 -2.7172 -1.4132
H 1.6695 0.0068 0.4221
H 0.9980 -0.0414 -1.2908
H 1.8759 -1.3379 -0.6263
H 1.8040 -2.6246 1.5988
C 7.3186 1.4908 9.4235
C 6.2633 0.4014 8.8274
C 6.9579 -0.9623 8.7452
C 5.0905 0.4299 9.8560
C 3.9127 -0.3991 9.3603
C 3.5231 0.1942 7.9538
C 4.6803 0.1643 6.8309
C 4.9290 -1.2753 6.2292
C 4.1549 1.1096 5.7192
N 5.8720 0.7598 7.4742
O 6.9378 0.9077 6.5965
H 8.3223 1.2805 9.0540
H 7.0131 2.4561 9.0198
H 7.3487 1.5144 10.5128
H 6.6285 -1.6796 7.9935
H 8.0396 -0.8513 8.6700
H 6.8251 -1.3617 9.7507
H 5.3935 0.1578 10.8670
H 4.7064 1.4348 10.0315
H 4.2370 -1.4322 9.2354
H 3.0957 -0.4076 10.0817
H 2.9913 1.1442 8.0066
H 2.7552 -0.5340 7.6928
H 4.2695 -1.5250 5.3981
H 4.6804 -1.9878 7.0158
H 5.8907 -1.5048 5.7703
H 5.0163 1.2965 5.0779
H 3.8444 2.0627 6.1472
H 3.4032 0.5346 5.1785
H 6.9582 1.8539 6.4358
C -7.2068 4.8733 3.2995
C -7.9242 6.0694 3.7882
C -9.2067 5.6769 4.5654
C -6.9223 6.7961 4.7291
C -7.1709 8.2830 5.0893
C -7.5569 9.0331 3.8050
C -8.5376 8.3192 2.8072
C -9.9915 8.6138 3.1000
C -8.2520 8.8905 1.3493
N -8.1759 6.9063 2.5815
O -8.9214 6.2660 1.5502
H -6.3904 4.9967 2.5878
H -6.8856 4.2344 4.1221
H -7.8774 4.3792 2.5964
H -9.8486 5.1913 3.8304
H -8.9591 4.9395 5.3291
H -9.8910 6.4402 4.9358
H -6.7665 6.2721 5.6721
H -5.9527 6.7516 4.2330
H -7.9962 8.3981 5.7920
H -6.2073 8.7215 5.3489
H -6.7208 9.4509 3.2442
H -7.9825 9.9550 4.2013
H -10.1837 9.6832 3.0143
H -10.3770 8.3926 4.0952
H -10.6873 8.1362 2.4102
H -7.2477 8.8826 0.9258
H -8.5583 9.9340 1.2762
H -8.8151 8.3235 0.6081
H -9.7804 6.2523 1.9786
C 2.9717 -0.4115 -9.6479
C 3.5791 0.9426 -9.3272
C 3.6643 1.8030 -10.5281
C 2.6387 1.7304 -8.3518
C 2.5706 1.1893 -6.8806
C 4.0021 1.2230 -6.3028
C 4.9830 0.4219 -7.1631
C 6.3702 0.8864 -6.6013
C 4.7376 -1.0926 -6.9790
N 4.8816 0.8585 -8.6044
O 5.9261 0.3798 -9.3708
H 2.6018 -1.0332 -8.8325
H 2.0808 -0.1341 -10.2113
H 3.6616 -1.0149 -10.2378
H 2.7664 1.9216 -11.1346
H 3.9863 2.8015 -10.2325
H 4.3572 1.3306 -11.2243
H 3.0014 2.7546 -8.2651
H 1.5893 1.7994 -8.6385
H 1.9586 1.9032 -6.3294
H 2.0555 0.2294 -6.8424
H 4.0478 0.8171 -5.2922
H 4.2520 2.2759 -6.1726
H 6.4616 0.8984 -5.5152
H 6.5357 1.9159 -6.9189
H 7.1646 0.2576 -7.0034
H 3.7875 -1.2792 -6.4785
H 5.5566 -1.5933 -6.4625
H 4.7022 -1.5256 -7.9787
H 6.3175 1.2040 -9.6693
C 5.7060 -10.8085 6.6575
C 4.5478 -10.7342 5.6751
C 3.5942 -11.9694 5.8975
C 3.8899 -9.3608 5.8888
C 2.7938 -9.0068 4.8789
C 3.4416 -9.1151 3.4919
C 4.2329 -10.4788 3.1251
C 3.0773 -11.5573 2.8603
C 5.1711 -10.2731 1.8100
N 5.1281 -10.8055 4.3096
O 5.7676 -12.0159 4.0317
H 5.4920 -10.4868 7.6767
H 6.0369 -11.8366 6.8048
H 6.5585 -10.1800 6.4001
H 4.1018 -12.8996 5.6421
H 3.4167 -12.0976 6.9653
H 2.5925 -11.8787 5.4776
H 3.3736 -9.2753 6.8449
H 4.6055 -8.5423 5.8115
H 1.9365 -9.6587 5.0467
H 2.4506 -7.9891 5.0649
H 4.1786 -8.3130 3.4524
H 2.6915 -8.9260 2.7240
H 2.2072 -11.2303 3.4295
H 3.3342 -12.5826 3.1268
H 2.7267 -11.5314 1.8285
H 4.6936 -10.0570 0.8543
H 5.9079 -11.0508 1.6089
H 5.8435 -9.4374 2.0037
H 6.6861 -11.7810 4.1826
C 2.8136 -8.7218 -4.5194
C 1.7811 -7.5521 -4.5250
C 2.4803 -6.2250 -4.6589
C 0.8676 -7.6302 -5.8664
C -0.3224 -8.5363 -5.6722
C -1.2094 -8.2531 -4.4729
C -0.2856 -8.3159 -3.1561
C -1.1358 -7.7897 -1.8478
C 0.1962 -9.7970 -2.8336
N 0.9135 -7.4395 -3.3127
O 1.6123 -7.4253 -2.1142
H 3.4590 -8.7009 -3.6412
H 2.3951 -9.7261 -4.5850
H 3.3973 -8.5126 -5.4158
H 3.1981 -6.0424 -3.8592
H 3.0500 -6.3178 -5.5835
H 1.8180 -5.3635 -4.7434
H 0.3741 -6.6847 -6.0914
H 1.4542 -7.9358 -6.7327
H -0.9132 -8.6844 -6.5762
H -0.0397 -9.5889 -5.6802
H -2.0609 -8.9322 -4.4296
H -1.5860 -7.2641 -4.7337
H -0.5306 -7.9437 -0.9544
H -2.1297 -8.2339 -1.7940
H -1.3373 -6.7246 -1.9616
H 1.2641 -9.8847 -2.6334
H -0.1433 -10.5856 -3.5051
H -0.2619 -10.1673 -1.9165
H 1.5285 -6.5350 -1.7649



(2)
CCl2N2 | ωB97M-V with the def2-TZVPD basis set

The highest occupied orbital energy is -9.8 eV. The value obtained for the gap between HOMO and LUMO is 8.7 eV. The calculation puts the energy at -1067.935778 hartree.

Element x y z (Å)
C -1.1926 0.0296 -0.1605
N 3.1876 0.0107 -0.2659
N 2.2312 0.3380 0.1729
Cl -1.8091 -1.5319 -0.0009
Cl -2.4171 1.1536 0.2545



(3)
C7H18O | ωB97M-V with the def2-TZVPD basis set

Its SMILES is CC(C)CO.CCC. The highest occupied orbital energy is -10.3 eV. The value obtained for the gap between HOMO and LUMO is 11.2 eV. The calculation puts the energy at -352.732434 hartree.

Element x y z (Å)
C -1.1071 0.6330 1.6456
C -1.5065 0.6782 0.1719
C -2.9776 1.0665 0.0470
C -1.2672 -0.6408 -0.5704
O -1.1431 -0.3341 -1.9458
H -1.1663 1.6366 2.0723
H -1.7905 -0.0118 2.1988
H -0.0979 0.2557 1.7902
H -0.9047 1.4352 -0.3427
H -3.1498 2.0550 0.4781
H -3.2691 1.0890 -0.9998
H -3.6068 0.3460 0.5694
H -2.1125 -1.3249 -0.4026
H -0.3591 -1.1348 -0.2057
H -0.9994 -1.1489 -2.4373
C 2.3414 -1.1597 0.8646
C 2.1314 0.1190 0.0596
C 2.4204 -0.0811 -1.4225
H 1.7371 -1.9734 0.4670
H 2.0722 -1.0102 1.9087
H 3.3848 -1.4658 0.8238
H 2.7847 0.9012 0.4536
H 1.1135 0.4632 0.1636
H 1.8709 -0.9344 -1.8075
H 2.1222 0.7963 -1.9896
H 3.4788 -0.2551 -1.5901



(4)
C6H9O4P | ωB97M-V with the def2-TZVPD basis set

The highest occupied orbital energy (spin up / spin down) is -7.7 / -7.7 eV. The value obtained for the gap between HOMO and LUMO (spin up / spin down) is 7.3 / 7.3 eV. The calculation puts the energy at -876.082246 hartree.

Element x y z (Å)
C -1.2269 -1.0736 -0.3169
C -0.2753 -0.6434 -3.7511
C -0.7457 -0.0197 0.6621
C 0.5923 0.8408 -1.1678
C -0.6984 -1.4405 -2.5242
C -0.6483 -0.6458 2.0990
O -2.1222 2.0694 -2.2008
O -1.1880 -0.6305 -1.6333
O -1.0231 0.6291 -3.7746
O 0.3715 0.7124 0.1881
P -0.8300 1.3909 -2.3572
H -0.5979 -1.9595 -0.2705
H -2.2897 -1.2503 0.0998
H 0.7240 -0.5145 -3.3973
H -0.4946 -1.2756 -4.5708
H -1.5745 0.6285 1.0099
H 1.2979 1.7252 -1.2104
H 0.4783 -0.8545 2.2078
H -1.2674 -1.4963 2.2055
H -0.9836 0.0316 2.8280



Question: Which value of energy does entry 1 give?
Answer: -3873.894860 hartree